Entry 1:
68
Properties=species:S:1:pos:R:3 method="wB97M-V/def2-TZVPD" homo_ev=-6.25 gap_ev=6.5 lumo_energy_ev=0.237
Sn 0.42 -0.18 0.82
C 0.15 3.47 3.69
C 1.01 4.40 3.12
C 1.57 4.13 1.88
C 1.26 2.94 1.22
N 0.42 2.06 1.78
C -0.11 2.31 2.98
C 1.80 2.57 -0.11
C 2.47 3.51 -0.89
C 2.92 3.19 -2.16
C 2.70 1.91 -2.65
C 2.06 0.97 -1.86
C 1.59 1.26 -0.58
H -0.29 3.63 4.66
H 1.25 5.32 3.63
H 2.26 4.83 1.44
H -0.75 1.54 3.38
H 2.63 4.52 -0.54
H 3.42 3.93 -2.76
H 3.02 1.66 -3.66
H 1.87 -0.02 -2.28
C -5.44 0.84 -2.94
C -4.07 1.10 -2.35
C -3.46 2.34 -2.48
C -2.21 2.54 -1.90
C -1.51 3.87 -1.99
C -1.60 1.50 -1.22
C -2.17 0.22 -1.08
C -3.44 0.06 -1.67
N -1.44 -0.73 -0.38
C -1.96 -2.10 -0.21
C -2.18 -2.82 -1.55
C -0.93 -2.96 0.53
C -3.23 -2.12 0.67
H -5.83 1.72 -3.44
H -6.15 0.56 -2.15
H -5.41 0.02 -3.65
H -3.96 3.14 -3.01
H -2.11 4.59 -2.55
H -0.54 3.76 -2.49
H -1.32 4.27 -1.00
H -0.63 1.68 -0.78
H -3.99 -0.86 -1.61
H -1.25 -2.80 -2.12
H -2.95 -2.36 -2.17
H -2.46 -3.86 -1.38
H 0.04 -2.92 0.01
H -1.26 -3.99 0.57
H -0.78 -2.61 1.56
H -4.08 -1.62 0.21
H -3.01 -1.61 1.61
H -3.52 -3.15 0.89
C 2.48 -4.52 3.80
N 2.92 -3.81 2.61
C 3.74 -4.38 1.71
C 4.10 -3.74 0.57
C 3.56 -2.44 0.36
N 2.76 -1.87 1.24
C 2.41 -2.50 2.40
O 1.69 -2.02 3.26
N 3.86 -1.73 -0.74
H 3.12 -5.37 3.98
H 1.44 -4.85 3.67
H 2.51 -3.84 4.65
H 4.10 -5.37 1.95
H 4.78 -4.19 -0.14
H 4.32 -2.17 -1.51
H 3.41 -0.84 -0.86

Entry 2:
107
Properties=species:S:1:pos:R:3 method="wB97M-V/def2-TZVPD" s2=1.187 homo_ev="-13.01 / -13.03" gap_ev="5.1 / 5.9" lumo_energy_ev="-7.917 / -7.100" total_charge=+2 spin_multiplicity=2
Ir 0.50 -0.31 -0.57
C -1.62 1.78 -2.62
C -0.50 2.78 -2.34
As 0.73 2.10 -0.98
C 0.22 2.76 0.77
C -0.83 3.65 0.98
C -1.10 4.09 2.27
C -0.32 3.66 3.34
C 0.74 2.79 3.12
C 1.01 2.33 1.83
C 2.33 3.17 -1.21
C 2.11 4.52 -0.97
C 3.17 5.41 -1.08
C 4.44 4.94 -1.41
C 4.64 3.59 -1.65
C 3.59 2.69 -1.55
As -2.34 1.09 -0.95
C -3.58 -0.29 -1.42
C -4.22 -0.99 -0.40
C -5.19 -1.93 -0.71
C -5.50 -2.18 -2.04
C -4.84 -1.50 -3.06
C -3.86 -0.56 -2.75
C -3.53 2.49 -0.35
C -3.61 3.71 -1.01
C -4.48 4.69 -0.55
C -5.26 4.46 0.57
C -5.19 3.24 1.23
C -4.32 2.26 0.78
H -1.21 0.89 -3.12
H -2.40 2.20 -3.25
H -0.84 3.75 -1.99
H 0.09 2.94 -3.24
H -1.43 4.02 0.17
H -1.92 4.78 2.44
H -0.52 4.02 4.34
H 1.36 2.47 3.94
H 1.84 1.66 1.66
H 1.14 4.89 -0.68
H 3.01 6.46 -0.90
H 5.27 5.63 -1.48
H 5.63 3.23 -1.91
H 3.76 1.65 -1.72
H -3.96 -0.82 0.64
H -5.69 -2.47 0.08
H -6.26 -2.91 -2.29
H -5.08 -1.70 -4.09
H -3.35 -0.05 -3.56
H -3.03 3.91 -1.90
H -4.54 5.64 -1.07
H -5.92 5.23 0.94
H -5.82 3.05 2.09
H -4.26 1.31 1.30
N 7.55 -0.90 -4.28
C 6.54 -0.92 -3.39
C 5.27 -0.40 -3.74
C 4.23 -0.44 -2.85
C 4.44 -1.00 -1.58
C 5.69 -1.51 -1.21
C 6.73 -1.45 -2.10
S 3.14 -1.14 -0.49
O 3.47 -1.97 0.63
O 2.54 0.20 -0.13
N 1.83 -1.64 -1.33
C 1.62 -3.04 -1.51
N 0.37 -3.42 -1.65
C 0.18 -4.73 -1.79
C 1.23 -5.64 -1.80
C 2.50 -5.10 -1.70
N 2.71 -3.79 -1.56
H 7.41 -0.56 -5.22
H 8.44 -1.30 -4.06
H 5.12 0.02 -4.73
H 3.26 -0.07 -3.13
H 5.83 -1.94 -0.23
H 7.71 -1.82 -1.82
H -0.86 -5.05 -1.87
H 1.06 -6.70 -1.90
H 3.38 -5.72 -1.75
O 0.31 -0.91 1.61
C -0.71 -1.91 1.87
C -1.30 -2.30 0.51
O -1.95 -3.29 0.37
O -1.14 -1.38 -0.43
C -1.87 -1.26 2.61
C -2.84 -2.07 3.19
C -3.89 -1.49 3.90
C -3.98 -0.11 4.02
C -3.03 0.69 3.41
C -1.98 0.12 2.69
C -0.08 -3.07 2.61
C 0.30 -4.26 1.99
C 0.92 -5.26 2.73
C 1.18 -5.08 4.07
C 0.84 -3.88 4.69
C 0.21 -2.89 3.97
H 1.17 -1.27 1.89
H -2.78 -3.14 3.09
H -4.63 -2.13 4.36
H -4.78 0.33 4.59
H -3.09 1.77 3.50
H -1.23 0.76 2.24
H 0.10 -4.41 0.94
H 1.18 -6.19 2.24
H 1.66 -5.86 4.64
H 1.05 -3.73 5.74
H -0.07 -1.96 4.45

Looking at ΔE to the lowest compared entry with this formula, charge and spin for the records above, in order, we have 3.5 116.4 kcal/mol.
Looking at molar mass for the records above, in order, we have 574.3 1155.1 u.